This record from the OMol25 dataset describes a structure of composition C47H37MnN3OP2S. The level of theory is the ωB97M-V functional and the def2-TZVPD basis.

Positions of all 92 atoms, in Å:
Mn -0.281 -0.202 -0.842
O -0.686 0.668 2.870
S 0.193 0.318 1.745
C 1.358 1.675 1.519
C 2.332 2.004 2.457
C 3.093 3.150 2.298
C 2.862 3.997 1.223
C 1.848 3.711 0.325
C 1.076 2.558 0.461
P -0.363 2.300 -0.641
C -1.718 3.266 0.040
C -1.768 4.654 -0.096
C -2.802 5.363 0.489
C -3.780 4.695 1.217
C -3.730 3.316 1.359
C -2.701 2.598 0.768
C 0.086 2.966 -2.259
C 1.373 2.804 -2.773
C 1.639 3.134 -4.093
C 0.624 3.613 -4.911
C -0.660 3.768 -4.406
C -0.932 3.444 -3.085
C 1.092 -1.200 2.114
C 2.155 -1.305 3.002
C 2.745 -2.538 3.238
C 2.263 -3.671 2.602
C 1.165 -3.581 1.759
C 0.552 -2.356 1.513
P -0.945 -2.276 0.450
C -2.313 -1.964 1.584
C -3.483 -1.431 1.039
C -4.571 -1.168 1.854
C -4.490 -1.427 3.217
C -3.328 -1.954 3.762
C -2.238 -2.225 2.949
C -1.155 -3.912 -0.268
C -1.864 -4.910 0.400
C -1.988 -6.165 -0.176
C -1.408 -6.424 -1.412
C -0.708 -5.430 -2.082
C -0.586 -4.172 -1.513
H 2.480 1.405 3.338
H 3.851 3.390 3.030
H 3.448 4.898 1.105
H 1.644 4.399 -0.487
H -1.006 5.176 -0.664
H -2.846 6.439 0.382
H -4.584 5.255 1.676
H -4.487 2.800 1.934
H -2.655 1.521 0.898
H 2.174 2.435 -2.141
H 2.643 3.027 -4.482
H 0.836 3.874 -5.939
H -1.451 4.149 -5.038
H -1.936 3.565 -2.696
H 2.524 -0.447 3.534
H 3.575 -2.608 3.928
H 2.724 -4.633 2.781
H 0.774 -4.478 1.295
H -3.546 -1.241 -0.028
H -5.481 -0.765 1.430
H -5.337 -1.218 3.856
H -3.268 -2.151 4.823
H -1.330 -2.625 3.383
H -2.325 -4.702 1.358
H -2.541 -6.940 0.337
H -1.511 -7.404 -1.858
H -0.268 -5.634 -3.048
H -0.051 -3.387 -2.039
C -4.190 0.402 -4.956
C -4.062 0.479 -3.577
C -2.835 0.224 -2.992
C -1.739 -0.106 -3.785
C -1.865 -0.181 -5.172
C -3.093 0.071 -5.750
N -0.524 -0.322 -3.106
N 0.489 -0.551 -3.786
C 1.677 -0.696 -3.047
C 2.842 -0.938 -3.749
C 4.029 -1.061 -3.044
C 4.012 -0.938 -1.664
C 2.802 -0.699 -1.034
N 1.656 -0.579 -1.710
H -5.147 0.599 -5.420
H -4.914 0.739 -2.964
H -2.721 0.297 -1.912
H -1.004 -0.434 -5.775
H -3.202 0.011 -6.824
H 2.795 -1.022 -4.826
H 4.959 -1.249 -3.564
H 4.917 -1.027 -1.080
H 2.745 -0.601 0.044

For the total energy, the calculation gives -4284.1562 a.u. As for the multiplicity: 6. The value obtained for the max |F| is 0.0104 hartree/bohr. The total charge is +2. As for the expectation value of S²: 8.7589.

Electronic structure analysis, Mulliken charges in units of e:
1 Mn 1.61
2 O -0.81
3 S 1.60
4 C 0.21
5 C -0.74
6 C -0.98
7 C -0.81
8 C -0.71
9 C 0.40
10 P 1.46
11 C 0.35
12 C -0.21
13 C -0.80
14 C -0.61
15 C -0.90
16 C 0.15
17 C 0.52
18 C -0.58
19 C -0.76
20 C -0.65
21 C -0.83
22 C -0.83
23 C 0.13
24 C -0.57
25 C -1.07
26 C -0.92
27 C -1.20
28 C 0.73
29 P 0.87
30 C 0.64
31 C -0.74
32 C -0.62
33 C -0.67
34 C -0.77
35 C 0.04
36 C 0.15
37 C -0.22
38 C -0.81
39 C -0.56
40 C -0.72
41 C -0.23
42 H 0.63
43 H 0.45
44 H 0.48
45 H 0.43
46 H 0.42
47 H 0.45
48 H 0.43
49 H 0.52
50 H 0.29
51 H 0.38
52 H 0.49
53 H 0.45
54 H 0.49
55 H 0.49
56 H 0.29
57 H 0.44
58 H 0.46
59 H 0.49
60 H 0.45
61 H 0.50
62 H 0.43
63 H 0.47
64 H 0.48
65 H 0.45
66 H 0.45
67 H 0.42
68 H 0.46
69 H 0.17
70 C -0.55
71 C -1.16
72 C 0.84
73 C -0.37
74 C -0.40
75 C -0.68
76 N 1.66
77 N -0.89
78 C -0.37
79 C -0.52
80 C -0.66
81 C -0.87
82 C -0.60
83 N 1.18
84 H 0.45
85 H 0.49
86 H -0.30
87 H 0.49
88 H 0.46
89 H 0.63
90 H 0.45
91 H 0.54
92 H 0.27

---

This record from the OMol25 dataset describes the ion CH7N5P with charge +1 in a non-equilibrium geometry. The level of theory is the ωB97M-V functional and the def2-TZVPD basis.

Positions of all 14 atoms, in Å:
H 0.701 2.360 -0.993
N 1.390 1.754 -0.583
C 1.147 0.712 0.035
N 2.025 0.074 0.901
N -0.213 0.153 -0.048
N -0.357 -1.198 -0.500
P -1.595 1.026 0.332
N -2.550 -0.226 0.253
H 2.996 0.606 0.781
H 2.126 -0.879 0.568
H -0.174 -1.273 -1.477
H 0.264 -1.839 0.033
H -3.526 -0.065 0.475
H -2.234 -1.204 0.223

The value obtained for the energy above the lowest of the compared OMol25 structures with the same formula, charge and spin is 0.000 eV. For the total energy, the calculation gives -657.1508 a.u. As for the multiplicity: 1. The value obtained for the max |F| is 0.0614 hartree/bohr. The total charge is +1. As for the SMILES: [H]/N=C(N)\[N+](N)=P\N.

Electronic structure analysis, Mulliken charges in units of e:
1 H 0.25
2 N -0.54
3 C 0.40
4 N -0.54
5 N 0.29
6 N -0.66
7 P 0.29
8 N -0.23
9 H 0.36
10 H 0.25
11 H 0.24
12 H 0.28
13 H 0.27
14 H 0.35

---

This record from the OMol25 dataset describes a structure of composition C17H19N4O4PdSbSe4 in a non-equilibrium geometry. The level of theory is the ωB97M-V functional and the def2-TZVPD basis.

Positions of all 50 atoms, in Å:
Pd 0.348 0.037 -1.651
O -0.923 -3.827 -0.480
C -0.565 -2.594 -0.845
O 0.595 -2.220 -1.048
C -1.827 -1.762 -0.979
C -3.048 -2.341 -0.788
C -4.171 -1.550 -0.869
C -3.923 -0.173 -1.033
C -2.618 0.336 -1.201
N -1.607 -0.473 -1.207
C -2.544 1.872 -1.161
O -3.351 2.529 -1.804
O -1.848 2.271 -0.084
H -0.238 -4.501 -0.580
H -3.181 -3.380 -0.626
H -5.169 -1.913 -0.776
H -4.751 0.596 -1.021
C 0.409 1.005 2.252
C -0.195 -0.264 2.303
C 0.537 -1.496 2.572
C -0.183 -2.676 2.683
C -1.540 -2.725 2.454
C -2.260 -1.572 2.124
C -1.582 -0.376 2.162
C -2.107 -4.003 2.366
N -2.639 -5.022 2.287
H 1.374 1.289 2.732
H -0.117 1.915 1.992
H 1.618 -1.430 2.791
H 0.391 -3.555 2.842
H -3.327 -1.572 2.047
H -2.256 0.528 2.012
N 5.113 1.527 0.392
C 4.676 1.280 -1.054
C 3.259 0.760 -0.959
N 2.555 0.479 -2.183
H 6.105 1.663 0.593
H 4.876 0.746 0.984
H 4.622 2.330 0.810
H 5.412 0.510 -1.432
H 4.724 2.258 -1.495
H 2.704 1.516 -0.415
H 3.235 -0.121 -0.378
H 3.026 -0.234 -2.737
H 2.425 1.330 -2.772
Se -1.885 4.047 0.182
Sb -0.357 4.535 -1.933
Se -1.332 6.620 -2.794
Se 1.680 5.323 -1.169
Se -0.137 2.478 -3.108

The value obtained for the energy above the lowest of the compared OMol25 structures with the same formula, charge and spin is 2.453 eV. For the total energy, the calculation gives -11152.3994 a.u. As for the multiplicity: 5. The value obtained for the max |F| is 0.0635 hartree/bohr. The total charge is +2. As for the expectation value of S²: 6.0646.

Electronic structure analysis, Mulliken charges in units of e:
1 Pd 0.28
2 O -0.34
3 C 0.31
4 O -0.63
5 C 0.70
6 C -0.48
7 C -0.83
8 C -0.49
9 C 1.17
10 N -0.13
11 C -0.35
12 O -0.55
13 O -0.03
14 H 0.43
15 H 0.57
16 H 0.54
17 H 0.44
18 C -1.35
19 C 1.34
20 C -0.78
21 C -0.51
22 C 0.33
23 C -0.40
24 C -0.68
25 C 0.02
26 N -0.49
27 H 0.35
28 H 0.21
29 H 0.39
30 H 0.51
31 H 0.74
32 H 0.33
33 N -0.33
34 C -0.47
35 C -0.58
36 N -0.53
37 H 0.37
38 H 0.33
39 H 0.35
40 H 0.35
41 H 0.34
42 H 0.32
43 H 0.46
44 H 0.26
45 H 0.23
46 Se -0.03
47 Sb 0.92
48 Se -0.08
49 Se -0.22
50 Se -0.31